Entry 1:
Molecular formula: C7H3F15NO15S5Zn2
Method: DFT, wB97M-V/def2-TZVPD

```
! RIJCOSX wB97M-V def2-TZVPD def2/J DEFGRID3
* xyz -1 1
Zn -0.0785 1.3224 -0.7165
Zn 2.8406 1.6740 3.0045
C -1.3075 3.9426 2.9905
F -1.8344 2.9391 3.6787
F -2.2858 4.5283 2.2646
F -0.8191 4.7765 3.9383
S 0.1274 3.3566 1.9045
O -0.4046 2.5063 0.8502
O 0.8043 4.5145 1.3400
O 1.0709 2.6194 2.7675
C 4.6282 1.9212 -1.0692
F 5.3296 1.5713 0.0563
F 5.2732 2.8513 -1.7720
F 4.4049 0.8864 -1.8787
S 2.9420 2.4322 -0.3055
O 2.9585 1.9841 1.0796
O 2.7321 3.8709 -0.3989
O 1.8556 1.7265 -1.0333
C 0.5963 -2.3176 -3.6990
F 1.7041 -2.2642 -2.9381
F 0.7421 -1.7836 -4.9174
F 0.2422 -3.5836 -3.7637
S -0.7256 -1.1866 -2.6918
O -1.2333 -1.9328 -1.5038
O -0.0501 -0.0255 -2.1288
O -1.8169 -0.8546 -3.5730
C -4.5633 1.5625 0.1006
F -3.7659 2.5036 0.6160
F -5.2483 0.9745 1.0356
F -5.3832 2.1670 -0.7943
S -3.4711 0.1936 -0.7104
O -3.9390 0.1151 -2.1377
O -2.0872 0.6787 -0.5589
O -3.7378 -1.0384 0.0320
C 0.6171 -2.2570 1.9278
F 1.1341 -2.6785 3.0288
F 0.7125 -3.2483 1.0452
F -0.6959 -1.9452 2.1110
S 1.5688 -0.7107 1.3235
O 2.7829 -1.0913 0.5765
O 0.5566 0.0763 0.5475
O 1.8856 0.0336 2.5474
C -0.3346 -5.3611 -0.5300
C -1.4235 -4.6223 -0.0206
N -2.3505 -4.0417 0.2756
H -0.4944 -6.2986 -1.0625
H 0.2268 -5.7259 0.3302
H 0.3142 -4.7611 -1.1681
*
```

Computed properties:
HOMO level	-5.749	eV
energy above the lowest of the compared OMol25 structures with the same formula, charge and spin	1.294	eV
Kohn-Sham gap	3.60	eV

These are the natural (NBO) partial charges, in e, on atoms 1 to 8: atom 1 (Zn): 1.78, atom 2 (Zn): 1.81, atom 3 (C): 0.76, atom 4 (F): -0.30, atom 5 (F): -0.29, atom 6 (F): -0.32, atom 7 (S): 2.35, atom 8 (O): -1.03

***

Entry 2:
Molecular formula: C7H40B3O7Zn
Method: DFT, wB97M-V/def2-TZVPD

```
! RIJCOSX wB97M-V def2-TZVPD def2/J DEFGRID3
* xyz -1 1
Zn 6.4804 9.2830 6.5117
B 5.9815 8.9777 4.6121
H 13.4877 17.2548 10.9555
H 5.7481 8.1333 10.0764
H 3.6227 17.1481 7.7040
H 12.7279 6.9975 3.3033
B 5.9357 14.7434 10.1051
H 8.7377 5.2286 10.6296
H 11.4065 18.5100 11.0161
H 4.3964 5.4786 3.9508
H 6.5445 7.7491 13.9283
B 7.8293 8.2242 7.5061
H 3.8735 15.8629 11.4237
H 5.6572 9.8073 13.3834
H 9.8156 4.4949 3.6381
H 14.2904 11.6062 8.3131
C 11.6590 15.5278 7.1124
O 11.6501 14.0706 7.2173
H 11.7807 15.8209 6.0538
H 10.7708 15.9496 7.5768
H 12.5538 15.8076 7.6637
H 11.0824 13.5742 6.6183
C 10.1409 9.2326 10.5105
O 8.9489 8.6675 10.9790
H 10.5460 8.6917 9.6644
H 9.9590 10.2557 10.2661
H 10.9084 9.1714 11.2577
H 8.2703 8.9664 10.3390
C 10.0924 8.2041 14.5551
O 10.3017 7.6786 13.2305
H 9.0732 7.9805 14.8314
H 10.7515 7.6498 15.2368
H 10.2364 9.2965 14.5817
H 9.6401 8.0547 12.6444
C 6.5810 16.9179 14.0588
O 6.2570 17.1491 12.7075
H 5.7847 17.1904 14.7138
H 6.8965 15.8614 14.2257
H 7.3836 17.5712 14.2993
H 5.3733 16.7851 12.4581
C 7.4562 10.8865 12.3644
O 8.4505 10.5221 13.2737
H 7.6868 11.7683 11.7733
H 7.2188 10.0686 11.6980
H 6.5052 11.2222 12.7464
H 8.5682 11.1266 14.0049
C 7.7732 4.2064 12.2747
O 7.6450 3.4805 13.4539
H 8.6481 4.8955 12.2822
H 7.7265 3.5080 11.4661
H 6.8973 4.8333 12.1793
H 8.4711 3.0802 13.7275
C 6.2764 12.0455 8.2560
O 5.6462 10.9425 7.4884
H 5.5545 12.7811 8.5686
H 6.7667 11.5233 9.0888
H 6.9026 12.5721 7.5646
H 5.1387 10.5084 8.1781
*
```

Computed properties:
HOMO level	-4.043	eV
Kohn-Sham gap	1.19	eV

These are the natural (NBO) partial charges, in e, on atoms 1 to 8: atom 1 (Zn): 0.88, atom 2 (B): -0.09, atom 3 (H): 0.00, atom 4 (H): -0.45, atom 5 (H): -0.37, atom 6 (H): -0.10, atom 7 (B): 0.30, atom 8 (H): -0.04

***

Entry 3:
Molecular formula: C7H40NO12
Method: DFT, wB97M-V/def2-TZVPD

```
! RIJCOSX wB97M-V def2-TZVPD def2/J DEFGRID3
* xyz 1 1
C 2.2158 -2.5776 -0.8966
C 1.3741 -1.7233 0.0227
C 0.0983 -2.5047 0.4179
C -1.0928 -1.6382 0.8038
C -1.6275 -1.8185 2.0086
C -1.5011 -0.5118 -0.0782
C -2.7416 0.2966 0.3212
N 2.2233 -1.3295 1.2676
H 3.2918 -2.4173 -0.8090
H 2.1159 -3.6234 -0.5803
H 1.8547 -2.5403 -1.9203
H 0.9909 -0.7692 -0.2867
H -0.1174 -3.1864 -0.4058
H 0.3056 -3.1645 1.2685
H -2.3729 -1.1813 2.4771
H -1.3569 -2.5825 2.7288
H -0.6448 0.1714 -0.1031
H -1.6786 -0.6941 -1.1381
H -3.6078 -0.3660 0.1888
H -2.8808 0.4619 1.3944
H -2.8110 1.2389 -0.2112
H 2.4053 -0.3570 0.9792
H 3.1078 -1.8189 1.3289
H 1.7416 -1.2366 2.1936
H 0.2329 1.9437 3.9411
H 1.2977 1.3701 2.8510
O 0.3628 1.4144 3.1537
H -1.4754 -0.9252 -5.0683
H -2.7294 -0.4012 -4.4377
O -1.8603 -0.1069 -4.7361
H -4.1518 -3.6440 -0.6345
H -3.2485 -2.8297 0.3582
O -3.4237 -3.0225 -0.5693
H -0.3760 2.9475 -3.5599
H -1.4266 1.8291 -3.4377
O -0.7001 2.2578 -2.9690
H -0.8555 2.3168 2.1379
H -0.6547 3.8341 2.0823
O -1.1671 3.1254 1.6778
H 2.4770 4.1352 0.1131
H 1.1033 3.5563 0.3180
O 2.0626 3.3368 0.4657
H -0.8994 3.8936 -0.0134
H -0.6735 3.1991 -1.3121
O -0.2553 3.8711 -0.7520
H 1.0467 -1.5038 4.5521
H 0.2117 -0.5663 3.8743
O 0.9088 -1.2035 3.6463
H 0.1550 0.8481 -2.4972
H 0.3737 -0.6067 -2.8563
O 0.5368 0.0119 -2.1323
H -2.1841 -3.1524 -1.9188
H -1.3144 -3.7491 -3.0603
O -1.4362 -2.9615 -2.5219
H 2.8001 2.3703 1.8268
H 3.7612 1.5727 2.9051
O 2.8934 1.6857 2.5200
H 2.3343 1.8663 -0.4662
H 2.0102 0.9990 -1.6366
O 2.6872 1.0808 -0.9364
*
```

Computed properties:
HOMO level	-11.988	eV
energy above the lowest of the compared OMol25 structures with the same formula, charge and spin	0.000	eV
Kohn-Sham gap	9.73	eV

These are the natural (NBO) partial charges, in e, on atoms 1 to 8: atom 1 (C): -0.63, atom 2 (C): -0.04, atom 3 (C): -0.47, atom 4 (C): 0.04, atom 5 (C): -0.45, atom 6 (C): -0.47, atom 7 (C): -0.61, atom 8 (N): -0.74

***

Entry 4:
Molecular formula: C7H42NO23PS
Method: DFT, wB97M-V/def2-TZVPD

```
! RIJCOSX wB97M-V def2-TZVPD def2/J DEFGRID3
* xyz 0 1
O 4.7092 0.9267 -2.1849
C 3.8962 0.6178 -1.3494
C 3.3123 -0.7725 -1.2822
C 1.8105 -0.8868 -1.0639
O 1.4642 -2.2398 -1.6035
C 0.2200 -2.2228 -2.1226
O -0.2465 -3.1614 -2.7039
C -0.3962 -0.8801 -1.8392
C -1.0326 -0.9510 -0.4231
O -2.4530 -0.7876 -0.5288
N -3.0524 -2.0304 -0.6704
O -4.0985 -1.9321 -1.1873
C 0.8693 -0.0130 -1.9022
P 0.5545 1.7069 -1.3359
O -1.0091 1.9641 -1.5504
O 1.1352 2.6277 -2.5033
S 1.1479 2.0674 0.4546
H 3.5764 1.3519 -0.5898
H 3.5870 -1.3080 -2.1933
H 3.8200 -1.2747 -0.4477
H 1.5521 -0.9396 -0.0090
H -1.1736 -0.6217 -2.5525
H -0.6714 -0.1667 0.2431
H -0.8306 -1.9032 0.0719
H 1.2827 -0.0063 -2.9174
H -1.4956 1.8692 -0.7190
H 1.7694 2.1821 -3.0766
O 4.5649 -2.9777 1.2319
H 4.9847 -3.8392 1.1581
H 3.6689 -3.1423 1.5595
O -6.3587 -4.0560 -0.6108
H -5.7032 -3.4171 -0.9132
H -6.6761 -4.4784 -1.4150
O 1.7696 -2.5360 1.5652
H 1.4167 -2.4966 2.4617
H 1.1099 -3.0340 1.0695
O -1.7217 -4.4059 -5.1390
H -1.0718 -4.2512 -4.4451
H -2.5727 -4.3573 -4.6934
O -4.9927 -3.4498 2.2363
H -4.3177 -2.8205 1.9683
H -5.3134 -3.8445 1.4159
O 1.6052 3.2184 3.2283
H 1.1802 2.8670 4.0220
H 1.7166 4.1667 3.3814
O -6.2441 -1.5016 -3.4937
H -5.6594 -1.7829 -2.7842
H -7.1299 -1.7381 -3.2022
O 0.5630 5.7735 2.1859
H 0.6061 5.2093 1.4020
H 0.9789 6.5880 1.8788
O -1.6232 -0.9727 -4.8856
H -1.2811 -1.8690 -5.0039
H -2.5617 -1.1084 -4.7164
O 0.9851 2.1882 5.8891
H 0.8009 2.8212 6.5925
H 1.5536 1.5237 6.2919
O 4.4877 3.3153 1.3814
H 5.1321 3.3847 2.0918
H 3.6258 3.3495 1.8156
O 0.5259 -0.3334 3.1461
H 0.2072 -0.5402 4.0315
H 0.7255 0.6090 3.1732
O -2.1415 2.7113 5.1539
H -1.2406 2.4205 5.3132
H -2.1140 3.0767 4.2568
O 2.7205 -4.7787 -3.0189
H 1.9287 -5.0511 -3.4925
H 2.4055 -4.1090 -2.4020
O 1.7208 6.6721 -0.2386
H 2.6209 6.3344 -0.3057
H 1.5021 6.9726 -1.1260
O -1.3657 3.3280 2.6501
H -1.3872 4.2434 2.3460
H -0.4193 3.1420 2.7392
*
```

Computed properties:
HOMO level	-9.612	eV
Kohn-Sham gap	8.55	eV

These are the Löwdin partial charges, in e, on atoms 1 to 8: atom 1 (O): 0.06, atom 2 (C): -0.26, atom 3 (C): -0.06, atom 4 (C): -0.26, atom 5 (O): 0.04, atom 6 (C): -0.45, atom 7 (O): 0.14, atom 8 (C): -0.17

***

Entry 5:
Molecular formula: C7H4N2S3
Method: DFT, wB97M-V/def2-TZVPD

```
! RIJCOSX wB97M-V def2-TZVPD def2/J DEFGRID3
* xyz 0 1
S -3.2632 0.2943 3.4437
N 1.1128 1.6965 -1.6513
N 1.2415 -0.9718 -0.8048
S -2.4084 -2.2887 2.1899
S -0.7636 -2.4020 0.9500
C -2.3451 -0.5338 2.3122
C -1.4532 0.1538 1.4299
C -0.6528 -0.6670 0.6697
C 2.0677 0.8748 -2.0884
C 2.1145 -0.4457 -1.6693
C 0.2452 1.2049 -0.7357
C 0.3244 -0.1341 -0.2828
H -1.4907 1.2255 1.4080
H 2.8625 1.1610 -2.7546
H 2.9448 -1.0349 -1.9971
H -0.5364 1.8673 -0.4195
*
```

Computed properties:
HOMO level	-8.262	eV
energy above the lowest of the compared OMol25 structures with the same formula, charge and spin	0.000	eV
Kohn-Sham gap	6.91	eV
structure (SMILES)	S=c1cc(-c2cnccn2)ss1

These are the natural (NBO) partial charges, in e, on atoms 1 to 8: atom 1 (S): -0.07, atom 2 (N): -0.36, atom 3 (N): -0.37, atom 4 (S): 0.28, atom 5 (S): 0.26, atom 6 (C): -0.31, atom 7 (C): -0.30, atom 8 (C): -0.13

***

Entry 6:
Molecular formula: C7H5Cl2FN2
Method: DFT, wB97M-V/def2-TZVPD

```
! RIJCOSX wB97M-V def2-TZVPD def2/J DEFGRID3
* xyz 0 1
C 1.1148 -0.6987 1.9129
C 3.5118 -1.7087 0.1689
C -0.7552 -0.5662 0.4198
C -1.4192 -0.1013 -0.8496
C 2.6449 -2.0395 -0.5908
C -1.8434 1.3400 -0.6838
C 0.5214 -0.3055 0.6979
N 1.5703 -0.9736 2.9280
N -1.2842 2.2645 -1.2736
F -0.5649 -0.1941 -1.9166
Cl 1.4922 -2.5234 -1.6416
Cl -3.1732 1.4939 0.4786
H 4.2481 -1.4156 0.8545
H -2.2940 -0.7202 -1.0878
H -1.3811 -1.1128 1.1105
H 1.1485 0.2461 0.0101
H -1.5899 3.2180 -1.1282
*
```

Computed properties:
HOMO level	-10.162	eV
energy above the lowest of the compared OMol25 structures with the same formula, charge and spin	0.113	eV
Kohn-Sham gap	10.12	eV
structure (SMILES)	[H]/N=C(\Cl)[C@@H](F)/C=C/C#N.C#CCl

These are the natural (NBO) partial charges, in e, on atoms 1 to 8: atom 1 (C): 0.26, atom 2 (C): -0.24, atom 3 (C): -0.14, atom 4 (C): 0.10, atom 5 (C): -0.14, atom 6 (C): 0.27, atom 7 (C): -0.30, atom 8 (N): -0.30